1.
C23H32N4O3 | wB97M-V/def2-TZVPD

```
62
Properties=species:S:1:pos:R:3
C 4.56 0.34 0.19
C 4.13 -0.93 -0.53
N 2.69 -0.98 -0.77
C 2.17 0.10 -1.59
C 2.69 0.18 -3.03
C 2.25 -2.30 -1.21
C 2.26 -3.35 -0.09
C 1.77 -2.81 1.27
N 0.82 -1.74 1.12
C -0.52 -1.89 1.22
O -1.06 -2.90 1.63
C -1.28 -0.71 0.71
C -2.47 -0.97 0.10
N -3.18 -0.05 -0.59
C -4.47 -0.40 -1.14
C -5.60 -0.05 -0.15
O -5.50 -0.72 1.08
C -5.93 -2.06 1.07
C -2.77 1.26 -0.77
O -3.44 2.04 -1.45
C -1.53 1.57 -0.09
C -0.81 0.63 0.66
C 0.27 1.36 1.26
C 1.26 1.05 2.19
C 2.15 2.04 2.57
C 2.07 3.33 2.04
C 1.08 3.67 1.14
C 0.17 2.69 0.77
N -0.92 2.79 -0.04
C -1.35 4.00 -0.69
H 4.53 1.21 -0.46
H 5.57 0.23 0.56
H 3.90 0.53 1.04
H 4.37 -1.78 0.10
H 4.70 -1.04 -1.47
H 2.39 1.04 -1.08
H 1.08 -0.01 -1.62
H 3.76 0.36 -3.05
H 2.48 -0.75 -3.57
H 2.19 0.99 -3.55
H 1.22 -2.19 -1.56
H 2.86 -2.68 -2.04
H 3.26 -3.77 0.05
H 1.61 -4.17 -0.41
H 2.62 -2.42 1.84
H 1.29 -3.61 1.85
H 1.20 -0.95 0.62
H -2.87 -1.97 0.13
H -4.62 0.18 -2.05
H -4.48 -1.47 -1.38
H -5.53 1.01 0.08
H -6.57 -0.26 -0.63
H -6.96 -2.14 0.71
H -5.29 -2.70 0.44
H -5.87 -2.41 2.10
H 1.32 0.07 2.64
H 2.92 1.82 3.29
H 2.79 4.07 2.35
H 1.00 4.68 0.76
H -0.59 4.35 -1.38
H -2.27 3.79 -1.23
H -1.54 4.78 0.05
```

Calculated values
SMILES: CCN(CC)CCCNC(=O)c1cn(CCOC)c(=O)c2c1c1ccccc1n2C
Strongest force on any atom (Eh/bohr): 0.0172
ΔE to the lowest compared entry with this formula, charge and spin (kJ/mol): 169.4
Electronic energy (eV): -36474.3847
Gap between HOMO and LUMO (hartree): 0.29374


2.
C2H3Br | wB97M-V/def2-TZVPD

```
6
Properties=species:S:1:pos:R:3
C 0.88 0.77 -0.12
C 1.54 -0.20 -0.33
H 0.06 1.40 -0.10
H 2.36 -0.82 -0.34
Br -3.76 0.03 -0.02
H -2.41 0.02 -0.47
```

Calculated values
SMILES: C#C.Br
Strongest force on any atom (Eh/bohr): 0.0292
ΔE to the lowest compared entry with this formula, charge and spin (kJ/mol): 133.0
Electronic energy (eV): -72162.5998
Gap between HOMO and LUMO (hartree): 0.43670


3.
C15H26BBrFIN5O8 | wB97M-V/def2-TZVPD

```
58
Properties=species:S:1:pos:R:3
C 1.90 0.34 2.60
C 1.72 1.45 1.44
F 0.78 2.49 1.84
B 1.32 0.77 -0.04
C 2.70 0.75 -0.94
C 3.73 -0.40 -0.60
N 4.52 -0.06 0.63
N 4.74 -0.40 -1.73
N 3.16 -1.77 -0.57
O 0.40 1.57 -0.91
C -0.80 0.90 -1.33
C -1.92 2.01 -1.25
C -3.31 1.64 -1.91
C -3.97 0.30 -1.38
C -3.91 -0.86 -2.47
O -4.71 -2.01 -2.09
C -4.02 -3.19 -2.25
O -4.46 -4.21 -1.76
C -0.60 0.51 -2.86
C 0.46 -0.61 -3.14
O 0.56 -1.65 -2.59
I 1.86 -0.21 -4.81
C -0.83 -0.25 -0.21
Br -1.61 0.29 1.61
N -1.54 -1.53 -0.49
C -1.64 -2.18 0.58
O -1.70 -3.00 1.39
O 0.52 -0.46 0.14
H 2.57 0.79 3.39
H 0.92 0.01 3.03
H 2.45 -0.57 2.22
H 2.73 1.97 1.40
H 3.24 1.72 -0.71
H 2.53 0.76 -2.05
H 5.35 0.43 0.29
H 4.86 -0.97 0.98
H 5.38 -1.20 -1.64
H 4.15 -0.53 -2.57
H 3.81 -2.47 -0.94
H 2.96 -2.06 0.39
H -2.10 2.40 -0.20
H -1.52 2.90 -1.83
H -3.19 1.61 -3.04
H -4.03 2.48 -1.66
H -5.08 0.52 -1.28
H -3.63 -0.03 -0.37
H -4.26 -0.39 -3.44
H -2.85 -1.22 -2.61
H -3.07 -3.30 -2.84
H -0.22 1.45 -3.37
H -1.54 0.23 -3.40
C -0.83 0.81 6.68
N 0.14 0.66 5.56
O 0.64 -0.44 5.40
O 0.36 1.66 4.90
H -0.93 -0.15 7.19
H -0.43 1.56 7.36
H -1.78 1.13 6.26
```

Calculated values
Strongest force on any atom (Eh/bohr): 0.0581
Net charge: -1
ΔE to the lowest compared entry with this formula, charge and spin (kJ/mol): 251.1
Electronic energy (eV): -121343.2027
Gap between HOMO and LUMO (hartree): 0.26438


4.
C22H24ClNO4 | wB97M-V/def2-TZVPD

```
52
Properties=species:S:1:pos:R:3
O -0.64 -0.70 1.81
C -1.20 -0.08 2.88
C -2.43 -0.55 3.35
C -3.04 0.06 4.43
C -2.44 1.15 5.04
C -1.22 1.61 4.58
C -0.58 1.01 3.51
C 0.79 1.48 3.09
N 1.00 1.43 1.64
C 0.37 2.57 0.96
C -1.06 2.73 1.33
C -2.18 2.10 0.88
C -3.27 2.66 1.59
C -2.73 3.60 2.41
O -1.39 3.66 2.25
C 2.40 1.31 1.30
C 2.67 0.93 -0.17
O 4.03 0.59 -0.32
C 1.85 -0.27 -0.63
O 0.60 0.18 -1.09
C -0.30 -0.86 -1.41
C 0.14 -1.70 -2.58
C 0.70 -1.09 -3.70
C 1.11 -1.84 -4.78
C 0.96 -3.22 -4.75
Cl 1.46 -4.17 -6.11
C 0.41 -3.85 -3.65
C 0.01 -3.08 -2.56
H 0.06 -0.11 1.47
H -2.88 -1.39 2.85
H -3.99 -0.31 4.78
H -2.92 1.64 5.88
H -0.75 2.45 5.07
H 1.52 0.81 3.55
H 0.97 2.49 3.49
H 0.90 3.51 1.22
H 0.45 2.39 -0.11
H -2.22 1.32 0.14
H -4.30 2.40 1.50
H -3.17 4.27 3.12
H 2.83 0.51 1.91
H 2.96 2.24 1.53
H 2.42 1.77 -0.83
H 4.58 1.33 -0.04
H 2.41 -0.77 -1.44
H 1.73 -0.99 0.19
H -1.24 -0.35 -1.66
H -0.47 -1.50 -0.53
H 0.81 -0.02 -3.71
H 1.54 -1.37 -5.65
H 0.30 -4.92 -3.63
H -0.41 -3.57 -1.70
```

Calculated values
SMILES: Oc1ccccc1CN(Cc1ccco1)C[C@@H](O)COCc1ccc(Cl)cc1
Strongest force on any atom (Eh/bohr): 0.0196
ΔE to the lowest compared entry with this formula, charge and spin (kJ/mol): 20.2
Electronic energy (eV): -45405.1823
Gap between HOMO and LUMO (hartree): 0.31328


5.
C6H6N2O4 | wB97M-V/def2-TZVPD

```
18
Properties=species:S:1:pos:R:3
C 2.62 0.32 1.68
C 1.77 0.01 0.35
O 2.35 0.09 -0.76
N 0.54 -0.18 0.67
C -0.42 -0.41 -0.30
C -0.13 -0.39 -1.79
C -1.59 -1.27 0.23
O -2.03 -2.39 0.51
N -1.78 0.05 0.08
C -2.79 1.15 -0.06
O -3.90 0.64 0.10
O -2.48 2.34 -0.28
H 2.71 1.39 1.79
H 1.91 -0.23 2.34
H 3.72 0.08 1.76
H -0.55 0.52 -2.23
H -0.91 -1.08 -2.10
H 0.96 -0.63 -1.98
```

Calculated values
SMILES: C/C([O-])=N/[C@@]1(C)C(=O)N1C(=O)[O-]
Strongest force on any atom (Eh/bohr): 0.0511
Net charge: -2
ΔE to the lowest compared entry with this formula, charge and spin (kJ/mol): 38.9
Electronic energy (eV): -17487.7242
Gap between HOMO and LUMO (hartree): 0.24610


6.
C4H13NOS2 | wB97M-V/def2-TZVPD

```
21
Properties=species:S:1:pos:R:3
C -1.13 2.07 -0.14
N -1.21 0.60 -0.30
C -0.13 -0.09 -1.04
C -0.67 -1.51 -1.22
C 1.28 0.19 -0.32
S 2.47 -1.21 -0.11
S 3.18 -1.39 1.72
H -2.06 2.44 0.10
H -0.68 2.38 -1.19
H -0.49 2.44 0.66
H -2.03 0.54 -0.90
H 0.13 0.25 -2.04
H -1.59 -1.58 -1.85
H -0.97 -2.16 -0.28
H 0.19 -2.04 -1.61
H 1.75 0.97 -0.91
H 1.02 0.53 0.65
H 2.82 -2.64 2.11
O -0.71 -0.22 2.50
H -0.40 -0.33 1.57
H -0.78 0.73 2.63
```

Calculated values
SMILES: CN[C@H](C)CSS.O
Strongest force on any atom (Eh/bohr): 0.0880
ΔE to the lowest compared entry with this formula, charge and spin (kJ/mol): 209.9
Electronic energy (eV): -29565.2077
Gap between HOMO and LUMO (hartree): 0.34092